Entry one
The following is a quantum chemistry calculation of the molecule C6H11NO, from the OMol25 dataset.

ORCA input file:
```
! wB97M-V def2-TZVPD RIJCOSX def2/J DEFGRID3
* xyz 0 1
N 0.486 -0.386 0.266
C -1.828 -0.373 0.898
H 0.269 2.090 1.152
C 0.421 2.064 0.069
C -1.661 0.653 -0.265
H 0.141 0.634 -1.507
H -0.493 -2.159 0.860
H -1.993 1.598 0.146
C -0.492 -1.085 1.095
H 1.466 2.175 -0.118
O 2.099 -0.712 -1.312
C 1.397 -1.144 -0.427
H 1.461 -2.184 -0.065
H -0.085 2.924 -0.373
H -1.953 0.254 1.762
H -2.667 -1.063 0.864
C -0.128 0.739 -0.456
H -0.250 -1.158 2.161
H -2.141 0.310 -1.173
*
```

Values from the calculation:
Frontier orbital gap = 10.3093 eV
SMILES = C[C@@H]1CCCN1C=O
E_LUMO = 0.906 eV
M = 113.16 g mol⁻¹
HOMO level = -9.4030 eV

=====

Entry two
The following is a quantum chemistry calculation of a structure of composition C6H11NO, from the OMol25 dataset.

ORCA input file:
```
! wB97M-V def2-TZVPD RIJCOSX def2/J DEFGRID3
* xyz 0 1
C -0.842 0.440 0.506
H -0.531 -2.446 -1.202
H -0.744 2.538 -0.044
C -1.381 -0.926 0.574
H -0.842 -0.419 -1.488
H 1.532 1.891 -1.174
O -1.659 -1.199 1.797
H 0.989 -0.944 -2.078
H -2.116 -2.385 1.827
H 1.302 2.602 0.832
C 0.104 -0.599 0.120
H -2.111 -1.451 -0.139
H 2.268 -0.047 1.173
C 1.565 0.107 0.175
H 2.412 -0.186 -0.658
N -0.270 1.599 -0.400
C -0.005 -1.157 -1.332
H -0.804 0.769 1.668
C 1.132 1.812 -0.157
*
```

Values from the calculation:
Frontier orbital gap = 7.7927 eV
E_LUMO = -0.133 eV
M = 113.16 g mol⁻¹
HOMO level = -7.9261 eV

=====

Entry three
The following is a quantum chemistry calculation of the molecule C6H11NO, from the OMol25 dataset.

ORCA input file:
```
! wB97M-V def2-TZVPD RIJCOSX def2/J DEFGRID3
* xyz 0 1
H -2.112 -0.484 -2.158
H 0.580 0.173 2.900
H 0.472 3.328 1.400
C 0.289 -0.684 -0.311
H 2.000 -1.898 -0.507
C -0.617 -1.665 -1.432
H -0.663 -0.271 -2.913
O 0.184 2.695 0.718
C 1.536 -1.043 -0.024
C 0.121 1.427 1.262
N -1.275 -0.957 -2.484
H 0.987 1.962 3.130
C -0.639 0.340 0.116
H -0.900 1.026 -0.695
H 0.132 -2.331 -1.867
C 0.595 1.175 2.486
H 2.158 -0.455 0.641
H -1.323 -2.291 -0.885
H -1.525 -0.049 0.622
*
```

Values from the calculation:
Frontier orbital gap = 9.7282 eV
SMILES = C=C(O)CC(=C)CN
E_LUMO = 0.840 eV
M = 113.16 g mol⁻¹
HOMO level = -8.8880 eV

=====

Entry four
The following is a quantum chemistry calculation of a cluster of 2 separate species, C6H11NO in total, from the OMol25 dataset.

ORCA input file:
```
! wB97M-V def2-TZVPD RIJCOSX def2/J DEFGRID3
* xyz 0 1
C 1.365 1.081 -1.150
C -2.975 -0.992 -1.376
H 1.607 -1.628 0.846
O -0.244 -1.222 -1.072
H 1.436 0.402 -1.985
C 0.582 -1.428 1.145
C 0.649 1.720 1.127
C -0.084 -0.495 0.132
H 0.570 -0.985 2.133
C 0.699 0.788 -0.044
H 1.902 2.008 -1.255
H -1.086 -0.224 0.514
H -2.816 -1.753 -2.091
H 1.206 1.304 1.966
N -3.152 -0.176 -0.598
H -0.402 -0.588 -1.780
H 0.036 -2.367 1.168
H 1.086 2.682 0.871
H -0.379 1.872 1.450
*
```

Values from the calculation:
Frontier orbital gap = 10.3830 eV
SMILES = C=C(C)[C@H](C)O.C#N
E_LUMO = 0.882 eV
M = 113.16 g mol⁻¹
HOMO level = -9.5014 eV

=====

Which structure is most stable, and how do the rest compare? From most to least stable: entry one, entry four, entry three, entry two.

=====

Entry one
The following is a quantum chemistry calculation of a cluster of 2 separate species, C6H11NO in total, from the OMol25 dataset.

ORCA input file:
```
! wB97M-V def2-TZVPD RIJCOSX def2/J DEFGRID3
* xyz 0 1
H -1.267 2.036 1.874
H 0.998 0.805 -1.669
H 1.143 -0.590 -2.680
C 0.816 -0.155 1.678
C 0.189 0.946 0.741
N 0.535 0.024 -2.147
H 2.333 -0.638 0.326
O 0.926 1.707 0.116
H -1.767 0.380 1.440
C 1.999 -0.688 1.359
C -0.374 -0.605 -1.339
H -1.829 -1.101 -2.779
H -0.031 -0.796 -0.213
C -1.534 -1.133 -1.735
H 0.476 -0.186 2.708
H -2.199 -1.636 -1.045
H -1.745 1.627 0.194
H 2.571 -1.268 2.075
C -1.240 1.272 1.096
*
```

Values from the calculation:
Frontier orbital gap = 9.1425 eV
SMILES = C=CC(C)=O.C=CN
E_LUMO = 0.416 eV
M = 113.16 g mol⁻¹
HOMO level = -8.7269 eV

=====

Entry two
The following is a quantum chemistry calculation of a structure of composition C6H11NO, from the OMol25 dataset.

ORCA input file:
```
! wB97M-V def2-TZVPD RIJCOSX def2/J DEFGRID3
* xyz 0 1
C -1.417 0.127 -0.719
H -0.009 -0.312 2.185
C 0.562 -1.170 0.136
H -1.091 -1.545 1.530
H -1.401 1.204 -1.229
C 1.836 -0.278 0.018
N -0.128 -0.647 -1.051
H 0.720 1.421 -1.175
H -2.396 -0.319 -1.269
H 2.186 0.376 0.869
C -0.384 -0.772 1.309
H 1.507 0.186 -2.233
H -2.266 0.411 1.275
H -0.001 1.981 -0.346
C -1.351 0.326 0.777
O -0.780 1.697 1.102
H 2.744 -0.715 -0.349
H 0.692 -2.248 0.405
C 0.977 0.276 -1.237
*
```

Values from the calculation:
Frontier orbital gap = 8.6047 eV
E_LUMO = -0.252 eV
M = 113.16 g mol⁻¹
HOMO level = -8.8569 eV

=====

Entry three
The following is a quantum chemistry calculation of the molecule C6H11NO, from the OMol25 dataset.

ORCA input file:
```
! wB97M-V def2-TZVPD RIJCOSX def2/J DEFGRID3
* xyz 0 1
O 1.307 0.277 1.591
H 0.760 1.925 -1.591
N 0.675 1.475 -0.635
C 0.988 0.014 -0.970
H -2.911 -0.624 0.638
H 2.772 -0.950 0.416
C -1.804 -0.952 0.024
C -0.547 1.330 0.096
C -0.720 -0.036 0.566
H -1.499 1.592 -0.439
H 1.877 -1.888 -1.136
H -1.334 -2.167 0.139
C 1.841 -1.146 -0.186
H 0.450 -0.488 -1.748
C 0.666 -0.429 0.433
H 1.308 1.139 1.268
H -0.987 0.130 1.594
H -2.060 -1.061 -1.129
H -0.781 1.859 1.068
*
```

Values from the calculation:
Frontier orbital gap = 9.4684 eV
SMILES = C[C@@H]1CN[C@H]2C[C@]12O
E_LUMO = 0.835 eV
M = 113.16 g mol⁻¹
HOMO level = -8.6333 eV

=====

Which structure is most stable, and how do the rest compare? From most to least stable: entry one, entry two, entry three.